(1)
This record from the Open Molecules 2025 dataset describes a 2-piece molecular cluster, C2H2OS2 overall. The level of theory is ωB97M-V/def2-TZVPD.

Structure (ORCA input):
```
! RIJCOSX wB97M-V def2-TZVPD def2/J DEFGRID3
* xyz 0 1
C -0.39904 -0.44201 -0.29240
C 0.56166 0.11229 0.18448
O 4.72728 0.08856 -0.52416
S 4.02182 -1.17098 0.25039
S 5.26093 1.45680 0.12773
H -1.30077 -0.82868 -0.73394
H 1.59991 0.35348 0.39274
*
```

Summary:
LUMO energy (alpha / beta), hartree: -0.119 / -0.119
Energy above the lowest of the compared OMol25 structures with the same formula, charge and spin, kJ/mol: 550.12
E_HOMO (alpha / beta), eV: -9.58 / -9.55

=====

(2)
This record from the Open Molecules 2025 dataset describes an isolated ion of composition C3H4N3O2 and charge -1. The level of theory is ωB97M-V/def2-TZVPD.

Structure (ORCA input):
```
! RIJCOSX wB97M-V def2-TZVPD def2/J DEFGRID3
* xyz -1 1
N -2.17610 -0.60141 1.84724
C -1.26081 -0.47712 1.15939
C -0.12544 -0.30430 0.32433
N -0.30901 0.82458 -0.58291
N -0.37265 0.50171 -1.96314
C 1.24544 -0.05059 1.24315
O 1.80755 1.00149 0.96120
O 1.51335 -0.96500 2.00409
H 0.10331 -1.24660 -0.20172
H 0.50790 1.43279 -0.43201
H 0.34687 -0.18533 -2.22641
H -1.28040 0.06978 -2.13321
*
```

Summary:
LUMO energy, hartree: 0.148
SMILES: N#C[C@@H](NN)C(=O)[O-]
Energy above the lowest of the compared OMol25 structures with the same formula, charge and spin, kJ/mol: 18.11
E_HOMO, eV: -4.69

=====

(3)
This record from the Open Molecules 2025 dataset describes C8H10O15Zn as an isolated structure. The level of theory is ωB97M-V/def2-TZVPD.

Structure (ORCA input):
```
! RIJCOSX wB97M-V def2-TZVPD def2/J DEFGRID3
* xyz -2 1
Zn -8.20465 -17.42846 5.78456
O -7.10910 -18.78143 4.96313
C -6.80373 -20.02443 5.11669
O -7.03516 -20.54652 6.21436
O -6.31414 -20.67284 4.18827
H -6.60812 -18.72173 4.14640
O -6.26118 -17.16475 9.54594
C -6.88038 -17.76037 8.52109
O -7.15426 -17.15431 7.51929
O -7.22112 -18.94435 8.73189
H -6.42923 -17.93842 10.08891
O -7.50016 -13.78844 5.01240
C -7.86305 -15.08259 5.05277
O -7.17225 -15.96515 4.65084
O -8.86592 -15.50157 5.62812
H -8.32663 -13.41961 5.33262
O -11.73400 -19.64578 7.01903
C -10.46752 -19.36581 7.11422
O -9.93379 -18.37862 6.59921
O -9.85897 -20.32818 7.67426
H -11.66320 -20.48403 7.48154
C -13.48323 -16.84716 2.13879
C -12.06573 -17.24338 1.78182
C -11.18500 -16.03331 1.55859
O -10.04694 -16.32310 2.36349
C -10.22381 -17.39427 3.11386
O -9.46019 -17.79854 3.92885
O -11.50126 -17.91997 2.84245
H -13.75990 -15.83897 2.44720
H -13.85818 -17.35401 3.02796
H -14.17146 -17.11032 1.33555
H -12.11006 -17.76749 0.82713
H -11.56803 -15.11459 2.00282
H -10.88783 -15.91933 0.51609
*
```

Summary:
LUMO energy, hartree: 0.145
Energy above the lowest of the compared OMol25 structures with the same formula, charge and spin, kJ/mol: 274.01
E_HOMO, eV: -0.77

=====

(4)
This record from the Open Molecules 2025 dataset describes C6H11F5In as an isolated structure. The level of theory is ωB97M-V/def2-TZVPD.

Structure (ORCA input):
```
! RIJCOSX wB97M-V def2-TZVPD def2/J DEFGRID3
* xyz -1 1
C 2.05119 -1.94194 -0.46261
In 2.85616 0.04881 0.27311
C 1.35727 1.73042 0.07666
C -0.05112 1.23536 -0.57667
C -0.94515 0.70178 0.62754
C -2.44095 0.35660 0.24329
F -3.21764 0.52977 1.43413
F -3.01255 1.26420 -0.69163
C -2.69622 -1.14126 -0.25134
F -1.70570 -2.04558 0.08298
F -3.86889 -1.59495 0.40905
F -3.02887 -1.19431 -1.62096
H 1.51955 -2.46982 0.39720
H 1.33844 -1.75113 -1.32798
H 2.91055 -2.55951 -0.87542
H 3.26898 -0.19786 2.02956
H 4.42334 0.41737 -0.56351
H 1.10242 2.06328 1.14798
H 1.79157 2.62832 -0.46758
H -0.47495 2.13746 -1.11601
H 0.24200 0.42478 -1.32497
H -0.44894 -0.18079 1.14639
H -0.97049 1.53900 1.41079
*
```

Summary:
LUMO energy, hartree: 0.119
E_HOMO, eV: -4.63

=====

What is the formula in the first record? C2H2OS2